{
  "formula": "C6N6O6",
  "method": "ωB97M-V/def2-TZVPD",
  "symbols": ["O", "O", "O", "O", "O", "O", "N", "N", "N", "N", "N", "N", "C", "C", "C", "C", "C", "C"],
  "xyz": [[0.6457, -4.0549, -0.5018], [0.5960, -3.3375, 2.8723], [-1.0142, -2.5948, -2.4847], [0.9366, 0.2599, 3.8366], [-1.9355, 1.1564, -1.7145], [2.0723, 2.5151, 0.6761], [-0.1986, -3.4626, 0.1797], [1.1097, -2.2911, 2.5882], [-1.4402, -1.7163, -1.7111], [1.2306, 0.5646, 2.6778], [-0.7089, 0.9745, -1.4858], [0.9518, 2.0754, 0.3222], [-0.0574, -2.0679, 0.3105], [0.5889, -1.5256, 1.5065], [-0.5824, -1.2838, -0.6327], [0.8756, -0.1616, 1.5406], [-0.3523, 0.1196, -0.5184], [0.4390, 0.7379, 0.5142]],
  "atomic_forces_ev_per_a": [[-1.73, 1.93, 1.77], [-0.21, 0.34, -0.79], [-0.80, 2.61, 2.90], [0.06, -0.59, -3.27], [3.82, -0.89, 1.08], [-3.70, -3.16, -0.45], [0.99, -3.06, -1.37], [0.59, -0.22, 1.09], [0.40, -2.31, -2.83], [1.36, 1.55, 3.25], [-4.53, 2.96, -3.97], [1.47, 3.05, -0.55], [2.38, -0.49, 2.52], [-0.75, -0.19, -1.87], [0.17, 2.33, -0.68], [-2.35, -0.61, 0.05], [1.07, -0.34, 3.15], [1.77, -2.90, -0.01]],
  "lumo_energy_ev": -3.197,
  "e_above_lowest_kj_mol": 49.2,
  "energy_ev": -27429.070,
  "smiles": "O=Nc1c(N=O)c(N=O)c(N=O)c(N=O)c1N=O",
  "homo_ev": -9.959,
  "charge": 0
}


{
  "formula": "C10H21F3O5Zn",
  "method": "ωB97M-V/def2-TZVPD",
  "symbols": ["Zn", "C", "O", "O", "C", "F", "F", "F", "C", "C", "H", "H", "H", "H", "H", "H", "C", "C", "O", "H", "H", "H", "H", "H", "C", "C", "O", "H", "H", "H", "H", "H", "C", "C", "O", "H", "H", "H", "H", "H"],
  "xyz": [[1.4033, -0.7107, 0.2020], [-1.2809, -0.2602, -1.9096], [-1.3564, 1.1301, -2.2769], [-0.0894, -0.5239, -1.1443], [-2.6693, -0.9248, -1.3848], [-2.5127, -2.2133, -1.6660], [-2.8719, -0.8205, -0.0565], [-3.8356, -0.4833, -2.0060], [-1.8577, 2.0907, -1.3334], [-2.4346, 3.2278, -2.1794], [-2.7332, 4.1207, -1.6302], [-1.6502, 3.3337, -2.9289], [-3.3097, 2.9391, -2.7616], [-0.9142, 2.3929, -0.8790], [-2.5573, 1.7994, -0.5499], [-1.1674, -0.6406, -2.9247], [-0.4925, -3.6633, 2.5848], [0.0710, -3.6176, 1.1068], [1.1467, -2.7242, 0.8078], [-1.0921, -2.8208, 2.9293], [0.3472, -3.6783, 3.2795], [-1.1537, -4.5167, 2.7354], [-0.8034, -3.3734, 0.5036], [0.3907, -4.5990, 0.7564], [0.0412, 2.2381, 3.1456], [1.0437, 1.0186, 3.0711], [1.0636, 0.3585, 1.8686], [0.0827, 2.6151, 4.1674], [-0.9581, 1.9377, 2.8302], [0.3759, 3.0076, 2.4499], [0.9232, 0.2143, 3.7968], [2.0174, 1.4296, 3.3379], [3.1071, 0.9615, -1.7601], [3.6404, -0.4803, -1.7327], [3.3532, -1.0134, -0.4777], [3.1181, 1.1567, -2.8324], [3.6640, 1.6347, -1.1083], [2.0730, 0.9916, -1.4169], [4.6841, -0.5159, -2.0449], [3.1938, -1.0180, -2.5691]],
  "atomic_forces_ev_per_a": [[0.74, 1.05, 0.19], [2.58, 0.98, 0.85], [-1.94, -1.01, 0.68], [-2.97, -0.07, -0.92], [1.35, 1.41, -0.07], [-0.62, -0.77, -0.05], [-0.12, 0.07, -0.43], [1.50, -0.43, 0.59], [1.01, 0.65, -0.33], [0.25, -0.79, -0.39], [0.57, 0.09, 0.05], [-0.05, 0.97, -0.02], [-0.17, -0.43, 0.20], [-0.36, 0.61, 0.72], [0.02, -0.83, -0.20], [-0.05, -0.80, 0.07], [1.03, 0.34, -0.38], [0.05, 1.10, 1.11], [-1.94, -1.37, 0.68], [0.11, 0.43, -0.71], [0.01, -0.40, 0.08], [0.32, -0.34, -0.19], [0.18, 0.38, -0.72], [0.12, -0.20, 0.08], [0.86, -1.44, -0.13], [-0.13, -0.15, -0.82], [-0.09, -0.19, -1.73], [-0.34, 0.21, 0.05], [-0.09, -0.04, 0.27], [0.12, 0.02, 0.03], [-0.81, 0.31, 1.00], [0.58, 0.35, -0.07], [0.36, -0.86, -0.79], [-1.29, 0.68, 1.27], [-0.88, -0.46, 0.21], [-0.01, 1.20, -0.05], [0.27, 0.07, -0.37], [-0.16, -0.13, -0.20], [0.73, 0.18, 0.64], [-0.73, -0.36, -0.20]],
  "lumo_energy_ev": [3.045, 0.269],
  "s_squared": 0.76,
  "energy_ev": -77515.914,
  "spin_multiplicity": 2,
  "homo_ev": [-4.698, -4.589],
  "charge": -1
}


{
  "formula": "C40H42F5I2N2O2S2SbSr",
  "method": "ωB97M-V/def2-TZVPD",
  "symbols": ["Sr", "I", "C", "C", "C", "I", "C", "O", "C", "C", "N", "C", "C", "C", "C", "C", "C", "N", "C", "H", "H", "H", "H", "H", "H", "H", "H", "H", "H", "H", "F", "C", "C", "F", "C", "F", "C", "S", "C", "F", "C", "F", "C", "C", "C", "Sb", "C", "C", "C", "C", "C", "C", "H", "H", "H", "H", "H", "H", "H", "H", "H", "H", "H", "H", "H", "H", "H", "H", "H", "H", "H", "H", "H", "O", "S", "C", "C", "C", "C", "C", "C", "C", "C", "C", "C", "C", "C", "H", "H", "H", "H", "H", "H", "H", "H", "H", "H"],
  "xyz": [[-0.2733, -0.4373, -0.7404], [-5.7341, -5.0126, -3.7978], [-4.4935, -3.7530, -2.6251], [-4.1899, -4.1210, -1.3248], [-3.3870, -3.2823, -0.5960], [-2.8762, -3.6905, 1.4014], [-2.8261, -2.0885, -1.0879], [-2.0578, -1.3851, -0.3465], [-3.1738, -1.7527, -2.4227], [-2.6863, -0.4546, -2.9983], [-1.2337, -0.3494, -2.9715], [-0.5685, -1.3254, -3.8168], [-0.4613, -2.6648, -3.1409], [-0.8560, -3.8329, -3.7908], [-0.6594, -5.0507, -3.1651], [-0.0889, -5.0669, -1.9006], [0.2545, -3.8547, -1.3274], [0.0860, -2.6851, -1.9290], [-3.9993, -2.5785, -3.1633], [-4.5626, -5.0393, -0.8967], [-3.0837, -0.3404, -4.0200], [-3.0765, 0.3650, -2.3863], [-0.9793, 0.5776, -3.2971], [-1.0873, -1.4440, -4.7803], [0.4485, -0.9620, -4.0044], [-1.3251, -3.7804, -4.7635], [-0.9421, -5.9696, -3.6560], [0.0852, -5.9965, -1.3785], [0.7026, -3.8159, -0.3405], [-4.2679, -2.2879, -4.1698], [5.9654, 4.0482, 0.1810], [4.9626, 3.3536, -0.3834], [3.8782, 2.9114, 0.3674], [3.8056, 3.1800, 1.6829], [2.8624, 2.1927, -0.2354], [1.8330, 1.7638, 0.5468], [2.8512, 1.8688, -1.6012], [1.6034, 1.0091, -2.3582], [3.9650, 2.3389, -2.3313], [4.0394, 2.0779, -3.6460], [4.9897, 3.0574, -1.7471], [6.0239, 3.4804, -2.4898], [1.8981, -3.2410, 4.6961], [1.6531, -3.4823, 3.2148], [0.5080, -4.4577, 3.0051], [1.3088, -1.6001, 2.0374], [3.4571, -1.1763, 1.6871], [4.3453, -1.4012, 2.8955], [3.8938, -2.0284, 0.5064], [0.7588, -0.2763, 3.7082], [0.9592, 1.1725, 3.3102], [-0.6986, -0.5493, 4.0423], [2.1955, -4.1790, 5.1675], [0.9960, -2.8847, 5.1896], [2.6967, -2.5206, 4.8580], [2.5596, -3.9063, 2.7694], [-0.4196, -4.0855, 3.4363], [0.7363, -5.4113, 3.4793], [0.3351, -4.6436, 1.9464], [3.5046, -0.1235, 1.4036], [4.3456, -2.4498, 3.1836], [4.0081, -0.8015, 3.7394], [5.3728, -1.1162, 2.6649], [3.8499, -3.0878, 0.7595], [4.9173, -1.7933, 0.2159], [3.2486, -1.8565, -0.3570], [1.3907, -0.5074, 4.5696], [0.3363, 1.4147, 2.4488], [1.9993, 1.3730, 3.0580], [0.6756, 1.8393, 4.1250], [-1.3268, -0.3592, 3.1697], [-1.0296, 0.1012, 4.8520], [-0.8525, -1.5821, 4.3528], [-1.0978, 1.5229, -0.2225], [-0.6063, 2.7808, -0.8281], [-0.7013, 3.9871, 0.5182], [0.2130, 5.0250, 0.5465], [0.1521, 5.9534, 1.5717], [-0.8237, 5.8365, 2.5477], [-1.7283, 4.7866, 2.5177], [-1.6604, 3.8487, 1.5038], [-2.0650, 3.4686, -1.6651], [-3.3120, 2.9485, -1.3677], [-4.4367, 3.4586, -1.9926], [-4.3082, 4.4830, -2.9158], [-3.0562, 4.9920, -3.2200], [-1.9282, 4.4866, -2.5939], [0.9737, 5.0918, -0.2176], [0.8722, 6.7565, 1.6122], [-0.8701, 6.5573, 3.3481], [-2.4830, 4.6908, 3.2843], [-2.3284, 3.0011, 1.4828], [-3.3869, 2.1433, -0.6506], [-5.4118, 3.0554, -1.7624], [-5.1852, 4.8824, -3.4007], [-2.9609, 5.7799, -3.9510], [-0.9507, 4.8799, -2.8292]],
  "atomic_forces_ev_per_a": [[4.43, -0.52, 0.94], [0.30, 0.29, 0.25], [-0.37, -0.40, -0.43], [-0.09, -0.14, -0.16], [0.34, -0.03, 0.65], [-0.17, -0.23, -0.20], [-0.88, -0.66, -0.22], [-2.72, -0.75, 0.44], [-0.04, 0.14, 0.16], [-0.52, -0.04, 0.12], [-0.29, 0.47, -1.04], [0.12, -0.16, -0.38], [-0.04, -0.55, -0.49], [0.07, 0.09, 0.10], [0.04, 0.15, 0.08], [-0.01, 0.06, -0.07], [0.11, -0.39, 0.18], [0.17, -0.13, -0.28], [-0.13, -0.07, 0.02], [-0.07, -0.02, 0.02], [0.06, 0.00, 0.13], [0.02, 0.05, -0.09], [0.10, 0.08, -0.07], [0.13, 0.00, 0.06], [-0.11, -0.04, -0.07], [0.02, 0.03, -0.03], [-0.07, -0.08, -0.02], [0.00, 0.02, 0.07], [-0.04, -0.04, 0.05], [0.01, -0.02, -0.09], [-0.33, -0.19, -0.11], [-0.15, -0.12, -0.12], [0.18, 0.15, 0.15], [0.11, -0.02, -0.19], [-0.10, -0.19, -0.47], [0.33, 0.13, -0.21], [1.03, 0.82, 0.48], [-0.35, -0.62, -0.99], [-0.33, -0.16, 0.12], [0.08, 0.14, 0.35], [0.17, 0.13, 0.16], [-0.18, -0.07, 0.17], [0.15, 0.09, -0.25], [-0.15, 0.52, -0.41], [0.14, 0.00, -0.17], [0.78, -0.40, 1.00], [-0.50, 0.02, 0.15], [-0.18, 0.16, -0.03], [-0.25, 0.13, -0.06], [0.24, -0.27, -0.21], [0.14, -0.09, -0.05], [0.11, -0.13, -0.06], [-0.03, -0.08, 0.11], [-0.06, 0.05, 0.09], [0.01, 0.05, 0.13], [-0.03, 0.11, -0.05], [-0.10, 0.05, 0.02], [0.00, -0.17, 0.11], [-0.13, -0.06, -0.04], [-0.10, 0.07, -0.03], [0.05, -0.11, 0.11], [0.08, 0.00, 0.16], [0.12, 0.00, 0.01], [0.03, -0.15, -0.03], [0.13, -0.01, -0.04], [0.06, -0.04, -0.14], [0.02, -0.10, -0.09], [-0.01, 0.15, -0.06], [0.01, 0.14, -0.07], [-0.07, 0.08, 0.10], [-0.13, -0.02, 0.01], [-0.08, 0.07, 0.09], [-0.13, -0.08, 0.02], [-1.23, 0.91, 0.89], [-0.35, 2.68, -0.05], [0.29, -0.14, -0.09], [0.05, -0.16, -0.14], [-0.04, 0.06, 0.03], [0.06, 0.08, 0.05], [-0.01, -0.09, -0.04], [-0.06, -0.14, 0.03], [0.08, -0.25, -0.15], [0.06, -0.22, 0.16], [-0.01, 0.01, 0.00], [-0.02, 0.01, -0.01], [0.00, 0.03, 0.03], [0.19, -0.04, -0.01], [0.12, 0.03, -0.09], [0.04, 0.08, 0.01], [0.00, 0.11, 0.10], [-0.03, 0.00, 0.07], [-0.12, -0.07, 0.00], [-0.05, -0.10, 0.05], [-0.05, -0.04, 0.04], [-0.09, 0.04, -0.08], [0.05, 0.09, -0.05], [0.15, 0.04, -0.06]],
  "lumo_energy_ev": 0.167,
  "e_above_lowest_kj_mol": 135.1,
  "energy_ev": -108070.162,
  "homo_ev": -7.420,
  "charge": 0
}


{
  "formula": "C25H22N3O6Pt",
  "method": "ωB97M-V/def2-TZVPD",
  "symbols": ["Pt", "N", "C", "O", "C", "C", "H", "H", "H", "H", "H", "H", "O", "C", "C", "C", "C", "C", "C", "C", "O", "O", "H", "H", "H", "H", "H", "O", "C", "N", "C", "C", "O", "N", "C", "C", "C", "C", "C", "C", "C", "C", "C", "C", "C", "C", "H", "H", "H", "H", "H", "H", "H", "H", "H", "H", "H"],
  "xyz": [[-0.3225, -0.0953, -0.6124], [3.6746, 0.5935, -0.2700], [2.3707, 0.5224, -0.1179], [1.6754, -0.0050, -1.0360], [1.6909, 1.0059, 1.1232], [0.2216, 1.2537, 0.8128], [4.1049, 0.1890, -1.0881], [4.2615, 0.9985, 0.4396], [2.1804, 1.8908, 1.5345], [1.7958, 0.1934, 1.8477], [0.0648, 2.2110, 0.3157], [-0.4337, 1.1545, 1.6723], [-0.7986, 1.4718, -1.7014], [-1.5871, 0.9500, -2.7833], [-1.1185, 1.1542, -4.0542], [-1.8764, 0.6990, -5.1280], [-3.0819, 0.0468, -4.9167], [-3.5119, -0.1892, -3.6210], [-2.7616, 0.2513, -2.5343], [-3.1405, -0.1793, -1.1543], [-4.0879, -0.7975, -0.8040], [-2.2060, 0.2882, -0.2286], [-1.4974, 1.7397, -1.0394], [-0.1892, 1.6882, -4.2030], [-1.5177, 0.8673, -6.1344], [-3.6724, -0.2916, -5.7564], [-4.4193, -0.7417, -3.4162], [-1.2273, -2.0276, -1.6989], [-0.5784, -2.6420, -0.8309], [-0.4010, -3.9211, -0.5153], [0.6299, -4.0741, 0.5279], [0.9489, -2.5739, 0.8637], [1.7199, -2.1247, 1.6752], [0.1648, -1.8581, 0.0135], [1.8707, -4.7869, -0.0235], [1.7381, -5.7465, -1.0222], [2.8455, -6.4446, -1.4802], [4.0981, -6.1947, -0.9426], [4.2342, -5.2475, 0.0601], [3.1282, -4.5475, 0.5214], [0.0863, -4.8019, 1.7588], [-1.0190, -5.6376, 1.6513], [-1.4632, -6.3569, 2.7519], [-0.8088, -6.2454, 3.9673], [0.2946, -5.4123, 4.0778], [0.7452, -4.6958, 2.9799], [-0.7943, -4.6711, -1.0557], [0.7737, -5.9814, -1.4533], [2.7238, -7.1897, -2.2551], [4.9620, -6.7391, -1.2997], [5.2063, -5.0525, 0.4937], [3.2513, -3.8172, 1.3084], [-1.5577, -5.7371, 0.7186], [-2.3243, -7.0044, 2.6537], [-1.1582, -6.8028, 4.8261], [0.8111, -5.3182, 5.0238], [1.6055, -4.0499, 3.0813]],
  "atomic_forces_ev_per_a": [[1.34, 0.15, -0.40], [0.09, 0.07, 0.05], [-0.17, -0.14, -0.05], [0.20, -0.04, -0.06], [0.06, -0.03, 0.02], [0.23, -0.19, -0.25], [-0.01, 0.00, 0.00], [0.00, -0.01, 0.00], [0.00, 0.02, -0.03], [-0.01, -0.03, -0.01], [0.07, 0.12, 0.20], [-0.04, -0.10, -0.03], [-1.15, 1.64, -0.71], [-0.08, 0.09, -0.44], [0.12, 0.25, -0.21], [0.06, 0.02, -0.02], [0.05, 0.04, 0.07], [0.11, 0.05, 0.14], [-0.45, -0.46, -0.09], [1.02, 0.57, 0.65], [-0.28, 0.04, -0.33], [-1.16, -0.84, 0.80], [0.10, 0.35, -0.42], [-0.02, 0.00, -0.02], [0.00, 0.00, 0.01], [0.01, -0.01, 0.00], [0.00, 0.00, 0.00], [0.19, -0.45, -0.13], [0.49, 0.16, 0.46], [-0.06, 0.00, -0.19], [0.12, 0.02, 0.14], [-0.56, -0.29, -0.41], [0.12, 0.00, 0.12], [-0.44, -0.92, 1.17], [-0.05, 0.00, 0.03], [0.05, 0.00, 0.02], [-0.02, 0.00, 0.00], [0.02, 0.00, -0.01], [-0.02, 0.01, 0.00], [0.03, -0.02, -0.01], [0.02, -0.03, -0.05], [-0.01, 0.02, 0.05], [-0.01, 0.00, -0.02], [-0.01, 0.00, 0.02], [0.01, 0.02, -0.02], [0.00, -0.04, 0.01], [0.05, -0.02, -0.01], [-0.01, 0.01, 0.00], [0.00, 0.00, 0.00], [0.00, -0.01, 0.01], [0.00, 0.00, 0.00], [-0.02, 0.00, 0.00], [0.00, 0.01, 0.00], [0.00, 0.01, 0.00], [0.00, -0.01, 0.00], [0.00, 0.00, 0.00], [0.01, 0.00, -0.01]],
  "lumo_energy_ev": -3.496,
  "e_above_lowest_kj_mol": 103.3,
  "energy_ev": -46278.356,
  "homo_ev": -11.344,
  "charge": 1
}


Largest force on an atom / eV Å⁻¹: 6.711; 3.111; 4.560; 2.128